C23H35AlN4O6P as an isolated structure, computed with ωB97M-V/def2-TZVPD.

Values from the calculation:
- Max |F|: 0.82 eV/Å
- 2S+1: 1
- Charge: +1
- HOMO energy: -11.730 eV
- E_LUMO: -2.6738 eV

The geometry in XYZ format:
```
70
Properties=species:S:1:pos:R:3:nbo_charge:R:1
Al -0.4442 -0.8744 1.4047 1.9916
O -0.5628 -2.6251 4.9348 -0.6002
C -0.4975 -1.8901 3.9647 0.6433
N -0.8427 -2.1457 2.6965 -0.8406
C -1.5763 -3.3365 2.3765 -0.2638
C -2.3885 -3.0032 1.1581 0.2778
C -3.4900 -3.7514 0.7685 -0.2364
C -4.2264 -3.3482 -0.3289 -0.1111
C -3.8322 -2.2064 -1.0173 -0.2599
C -2.7180 -1.5227 -0.5870 0.0829
N -2.0051 -1.9046 0.4851 -0.5848
C -0.1004 -0.4363 4.1057 0.1558
C 0.3588 0.0734 5.3056 -0.1972
C 0.5515 1.4412 5.4128 -0.1182
C 0.2647 2.2485 4.3184 -0.2451
C -0.1595 1.6602 3.1442 0.0715
N -0.3289 0.3389 3.0329 -0.5716
H -2.2163 -3.6360 3.2098 0.2390
H -0.9192 -4.1892 2.1634 0.2266
H -3.7611 -4.6252 1.3450 0.2402
H -5.0992 -3.9058 -0.6411 0.2369
H -4.3864 -1.8492 -1.8734 0.2382
H -2.3648 -0.6505 -1.1132 0.2257
H 0.5304 -0.6185 6.1180 0.2648
H 0.9008 1.8755 6.3399 0.2382
H 0.3727 3.3223 4.3766 0.2400
H -0.3777 2.2436 2.2590 0.2217
C -1.8333 2.4816 -2.2521 -0.6394
C -0.5872 3.0944 -1.6262 0.2928
C 0.0366 4.1386 -2.5378 -0.6233
C -0.9020 3.6752 -0.2507 -0.6419
O 0.4749 2.0818 -1.4781 -0.8399
P 0.3770 0.6205 -0.9550 2.6806
O 1.8442 0.2672 -0.6550 -0.9238
O -0.5868 0.5051 0.2240 -1.1983
O -0.2170 -0.3391 -2.0429 -0.8605
C 0.4301 -0.8358 -3.2767 0.2927
C 1.1291 0.2886 -4.0312 -0.6469
C -0.7349 -1.4000 -4.0746 -0.6244
C 1.4221 -1.9385 -2.9199 -0.6435
H -2.6197 3.2339 -2.2975 0.2365
H -2.1926 1.6519 -1.6421 0.2098
H -1.6366 2.1207 -3.2624 0.2189
H -0.6095 5.0125 -2.6031 0.2254
H 0.1852 3.7314 -3.5380 0.2189
H 1.0054 4.4430 -2.1421 0.2284
H -1.4516 4.6095 -0.3544 0.2322
H 0.0257 3.8769 0.2876 0.2216
H -1.5118 2.9779 0.3232 0.2165
H 0.4146 1.0336 -4.3842 0.2158
H 1.6497 -0.1313 -4.8904 0.2361
H 1.8635 0.7783 -3.3927 0.2272
H -1.4828 -0.6265 -4.2538 0.2166
H -1.2022 -2.2209 -3.5285 0.2185
H -0.3827 -1.7748 -5.0345 0.2288
H 2.3531 -1.5146 -2.5459 0.2194
H 1.6440 -2.5220 -3.8121 0.2330
H 0.9992 -2.6056 -2.1664 0.2225
C 4.6482 -0.4206 0.4899 -0.4125
N 3.3399 -0.3632 1.1290 -0.4443
C 3.1190 0.8769 1.8536 -0.4172
C 2.2854 -0.8654 0.3778 0.5963
O 1.1988 -1.2650 1.0451 -0.9183
H 5.3968 -0.1402 1.2286 0.2163
H 4.7262 0.2648 -0.3635 0.1844
H 4.8576 -1.4377 0.1614 0.2104
H 3.6453 0.8436 2.8081 0.2117
H 2.0588 1.0036 2.0404 0.2009
H 3.4718 1.7403 1.2788 0.1916
H 2.6665 -1.6352 -0.2951 0.1650
```

C23H35BF4I2NO11PSb as an isolated structure, computed with ωB97M-V/def2-TZVPD.

Values from the calculation:
- Max |F|: 0.96 eV/Å
- 2S+1: 1
- Charge: -1
- HOMO energy: -4.722 eV
- E_LUMO: 1.5170 eV

The geometry in XYZ format:
```
79
Properties=species:S:1:pos:R:3:lowdin_charge:R:1
C 1.5365 -0.3001 6.1233 -0.1128
C 1.6001 0.8025 5.0760 -0.2790
C 0.7162 0.5221 3.8552 -0.3029
C 1.0028 1.4577 2.6764 -0.3627
Sb 1.8812 0.6988 0.8677 1.4969
C 2.6477 0.3926 -1.1760 -0.2073
C 4.0361 -0.0661 -1.5578 -0.2204
C 4.3451 -1.4266 -1.6479 -0.0589
C 5.5883 -1.8804 -2.0471 -0.0946
C 6.5692 -0.9613 -2.3909 -0.1057
C 6.2673 0.3850 -2.3496 -0.0676
C 5.0194 0.8567 -1.9512 -0.2282
C 4.8084 2.3463 -1.9870 -0.0509
O 1.0006 2.3957 0.0113 -0.1545
B -0.0265 2.4048 -0.8515 -1.0638
O -1.1451 3.2254 -0.6816 0.1071
O -0.0354 1.6508 -2.0231 0.1288
C -0.0461 -0.5491 0.4904 -0.7737
I -1.8378 0.1893 1.3220 0.9958
C -0.1205 -1.6772 -0.2090 -0.9175
C 1.0197 -2.3833 -0.8652 -0.2299
I -1.9032 -2.7849 -0.6044 0.7358
C 3.0122 -0.9983 1.9188 -0.4805
F 4.1343 -1.3553 1.2262 0.0301
F 3.4525 -0.4019 3.0757 -0.0022
C 2.2868 -2.3183 2.3449 -0.3154
F 2.5505 -2.6154 3.6516 0.0524
F 2.7591 -3.3640 1.5913 0.0446
P 3.9477 2.2649 1.5173 0.4660
N 4.0883 2.6551 3.0447 -0.2293
O 5.3115 1.5084 1.0789 -0.2274
O 3.8114 3.5932 0.5811 -0.2454
H 1.8056 -1.2638 5.6913 0.0556
H 2.2382 -0.1050 6.9383 0.0646
H 0.5382 -0.3723 6.5611 0.0675
H 1.2282 1.7338 5.5207 0.1069
H 2.6236 1.0092 4.7728 0.0762
H 0.7518 -0.5376 3.5940 0.0765
H -0.3213 0.6946 4.1630 0.0859
H 0.0816 1.9122 2.3177 -0.0175
H 1.6099 2.2937 3.0235 0.0378
H 2.5278 1.4081 -1.5465 0.0341
H 1.8928 -0.1643 -1.7304 0.0553
H 3.6050 -2.1641 -1.3982 0.0853
H 5.7866 -2.9447 -2.0848 0.0952
H 7.5501 -1.2912 -2.7107 0.0907
H 7.0229 1.1086 -2.6388 0.1043
H 5.1704 2.8072 -1.0675 0.0526
H 5.3865 2.7682 -2.8126 0.0762
H 3.7726 2.6412 -2.1270 0.0726
H -1.2126 3.4824 0.2420 0.0824
H -0.9405 1.5897 -2.3418 0.0949
H 1.0597 -2.1473 -1.9323 0.0865
H 1.9571 -2.0822 -0.4209 0.0205
H 0.9215 -3.4635 -0.7719 0.0545
H 1.2073 -2.2647 2.2204 0.1290
H 3.8907 3.6310 3.2357 -0.0435
H 6.0004 1.8284 1.6820 0.0624
H 4.2484 4.3357 1.0191 0.0596
C -5.5900 0.8291 -1.0520 -0.1107
C -6.8654 0.1239 -0.6287 -0.1206
O -6.5901 -0.2074 0.7394 0.0556
C -5.6364 0.6354 1.2017 -0.6096
O -5.2801 0.7067 2.3316 0.1307
O -5.1281 1.3693 0.1916 0.0268
H -5.7461 1.6297 -1.7675 0.1320
H -4.8388 0.1381 -1.4357 0.1315
H -7.7355 0.7826 -0.6593 0.1328
H -7.0675 -0.7773 -1.1939 0.1086
C -9.7758 -2.2849 -4.7774 -0.1134
C -8.7107 -3.3664 -4.6973 -0.1110
O -7.5148 -2.5952 -4.5460 0.0674
C -7.8370 -1.3908 -4.0287 -0.5666
O -7.0551 -0.5937 -3.6277 0.1676
O -9.1793 -1.2231 -4.0251 0.0601
H -10.7244 -2.5628 -4.3279 0.1304
H -9.9402 -1.9382 -5.7987 0.1314
H -8.8284 -4.0025 -3.8190 0.1331
H -8.6371 -3.9830 -5.5880 0.1310
```

Q: Which formula does entry 1 have?
A: C23H35AlN4O6P

Q: Which of these has the highest charge?
A: C23H35AlN4O6P